Density functional theory data (wB97M-V/def2-TZVPD) for the ion C3H5BrClN4 with charge +1 at a distorted geometry.

The HOMO-LUMO gap comes out at 7.98 eV. The calculation puts the highest occupied orbital energy at -13.72 eV. The LUMO energy is -5.7 eV. As for the SMILES: [NH3+][C@@]1(Br)N=NCC(Cl)=N1. The net charge is +1. For the largest force on an atom, the calculation gives 0.0695 Eh/bohr.

XYZ file:
```
14
Properties=species:S:1:pos:R:3:nbo_charge:R:1
N -1.270 -1.241 -1.246 -0.72
C -0.635 -0.307 -0.310 0.40
Br -2.039 1.369 -0.245 -0.04
N -0.664 -0.693 1.071 -0.14
N 0.157 -0.111 1.765 -0.03
C 1.021 0.966 1.421 -0.39
C 1.445 0.627 -0.037 0.30
Cl 3.039 0.662 -0.580 0.17
N 0.624 -0.062 -0.773 -0.57
H -1.294 -0.634 -2.181 0.49
H -2.220 -1.539 -1.034 0.47
H -0.590 -1.972 -1.406 0.46
H 1.989 1.037 1.946 0.28
H 0.436 1.898 1.609 0.31
```